The following is a quantum chemistry calculation of C17H25ClN2ReS as an isolated structure in a non-equilibrium geometry, from the OMol25 dataset.

Geometry (Å):
C 2.41841 -5.16677 -0.83350
C 1.69602 -6.18251 0.06162
C 2.42264 -5.65729 -2.28744
C 3.85859 -4.96716 -0.34281
Cl 1.54829 -3.59098 -0.75236
H 2.94830 -6.61784 -2.36006
H 2.93360 -4.94143 -2.93948
H 1.40118 -5.80162 -2.65411
H 2.21067 -7.15109 0.02404
H 0.66446 -6.33437 -0.27225
H 1.68382 -5.84631 1.10352
H 4.40673 -5.91694 -0.38620
H 3.87327 -4.61523 0.69383
H 4.38816 -4.24196 -0.96914
C -3.05870 1.01924 -0.78597
C -2.36442 0.62766 -2.00379
C -1.81689 -0.69881 -1.78706
H -2.36137 1.17858 -2.94444
C -2.21705 -1.13803 -0.49133
C -2.94061 -0.08168 0.14754
H -3.42544 -0.14255 1.11633
H -3.64934 1.91683 -0.65976
H -1.27679 -1.29315 -2.52587
H -2.05433 -2.13897 -0.08801
C 0.90634 2.35034 0.05929
C 0.06043 3.02063 -0.91303
C 0.01628 2.19766 -2.09256
H -0.39916 3.99188 -0.79512
C 0.76770 0.98990 -1.83163
C 1.31521 1.08752 -0.49958
H 1.92163 0.34657 0.01152
H 1.23695 2.74684 1.01023
H -0.47953 2.47308 -3.01865
H 0.94301 0.17039 -2.51501
Re -0.84130 1.20605 -0.41577
S -1.33514 1.83764 1.93140
C -1.40109 3.54184 2.24602
N -2.25409 4.03007 3.16388
C -1.98822 5.42218 3.48975
C -0.81334 5.76332 2.58445
N -0.62737 4.54437 1.81127
H -2.91728 3.44375 3.64617
H -1.73609 5.52086 4.55074
H -2.86413 6.04364 3.27577
H 0.09020 5.98758 3.16757
H -1.01658 6.61633 1.92988
H 0.12638 4.44994 1.14008

Force components x, y, z for each atom (eV/Å):
C 0.87 -1.57 -0.09
C -0.16 0.25 0.03
C -0.14 0.25 0.00
C -0.12 0.26 0.02
Cl -0.29 0.52 0.03
H -0.10 0.22 0.14
H -0.08 -0.10 0.09
H 0.15 0.03 0.05
H -0.03 0.27 -0.07
H 0.15 0.03 0.05
H -0.01 -0.04 -0.16
H -0.23 0.16 -0.04
H -0.01 -0.04 -0.16
H -0.08 -0.10 0.09
C 0.17 -1.06 -0.32
C -0.51 -0.92 0.41
C -0.62 0.87 -0.37
H -0.06 -0.26 0.39
C 0.06 1.16 0.42
C -0.69 -0.50 -0.90
H 0.25 0.09 -0.17
H 0.01 -0.09 0.04
H -0.14 0.26 0.33
H 0.20 0.44 0.01
C 1.00 0.40 -0.79
C 1.77 0.37 -0.61
C 1.03 0.44 -0.57
H -0.08 -0.10 -0.11
C 0.96 0.73 -0.20
C 0.66 0.89 -0.59
H -0.14 0.02 -0.11
H -0.14 -0.26 -0.03
H 0.12 -0.20 0.22
H -0.13 0.06 0.02
Re -2.98 -2.36 2.20
S -0.96 -0.05 0.50
C -0.15 0.84 0.73
N 0.73 -1.06 -0.82
C -0.58 0.48 0.53
C 0.52 0.90 0.03
N 0.24 -0.74 -0.53
H 0.03 -0.01 0.01
H -0.09 0.00 -0.22
H 0.12 -0.17 0.09
H -0.19 -0.09 -0.23
H 0.01 -0.19 0.11
H -0.36 -0.03 0.54

The expectation value of S² is 3.769. As for the HOMO energy (alpha / beta): -13.399 / -14.722 eV. The spin multiplicity is 4. The value obtained for the relative energy (zero: lowest compared OMol25 entry of this formula, charge and spin) is 11.43 kcal/mol. As for the total charge: +2.

***

The following is a quantum chemistry calculation of an isolated molecule of C17H25F3N4O3 in a non-equilibrium geometry, from the OMol25 dataset.

Geometry (Å):
C -0.85306 3.79316 -0.81113
C -1.76333 3.12809 0.23816
C -1.96346 1.61258 0.04227
N -0.70901 0.87081 0.15938
C 0.02261 0.37510 -0.85162
O -0.33608 0.49703 -2.02260
C 1.38256 -0.33513 -0.52616
C 1.37756 -1.83258 -0.87596
N 0.36204 -2.61529 -0.54273
N 0.68162 -3.82426 -0.99653
C 1.90864 -3.85629 -1.59314
C 2.38908 -2.55965 -1.54626
C 3.73725 -2.06541 -2.01241
N 1.98834 -0.03217 0.82771
C 1.38186 -0.82644 1.92142
C 2.02478 -0.53350 3.28152
C 1.96325 0.96500 3.61767
C 2.43010 1.28105 5.05885
F 3.68827 0.89380 5.27026
F 2.36361 2.58834 5.30849
F 1.66279 0.66293 5.95642
C 2.81785 1.65716 2.53920
C 2.27806 1.42264 1.09974
C 3.29483 2.09528 0.11870
O 3.32801 3.32369 0.00691
O 4.14074 1.24573 -0.51349
C 5.10955 1.74572 -1.42222
H -0.80701 4.87285 -0.66684
H 0.16794 3.41333 -0.75618
H -1.21498 3.60857 -1.82354
H -1.36850 3.31885 1.23694
H -2.73986 3.61326 0.20896
H -2.67963 1.22598 0.76923
H -2.41034 1.43671 -0.94086
H -0.31936 0.71345 1.07390
H 2.03147 0.10854 -1.27885
H 0.06460 -4.61673 -0.88022
H 2.32604 -4.77075 -1.99090
H 4.46173 -2.87109 -2.12957
H 3.66670 -1.51662 -2.95144
H 4.16623 -1.37672 -1.28388
H 0.30640 -0.65704 1.97858
H 1.49700 -1.89059 1.71051
H 1.48397 -1.09714 4.04268
H 3.03649 -0.93901 3.33882
H 0.93171 1.30674 3.52038
H 2.85569 2.72909 2.74742
H 3.85690 1.32851 2.62606
H 1.36485 2.00760 0.99494
H 5.69154 0.92146 -1.83450
H 4.63387 2.27363 -2.25038
H 5.79652 2.43267 -0.92536

Force components x, y, z for each atom (eV/Å):
C -0.15 -0.30 0.16
C 0.15 0.00 -0.32
C 0.16 0.47 -0.30
N 0.07 -0.10 0.76
C -0.45 -0.30 -1.56
O 0.58 -0.24 0.74
C 0.14 0.30 0.59
C -0.21 0.66 0.44
N -0.38 0.15 -0.01
N 0.63 -0.43 -0.25
C -0.37 0.61 0.18
C 0.60 -0.41 0.02
C -0.23 0.17 0.21
N 0.10 0.02 -0.56
C 0.77 0.64 0.05
C -0.62 -0.22 0.50
C 0.86 -0.53 -0.59
C -0.45 -0.27 -1.57
F 0.47 -0.15 0.08
F 0.00 0.53 0.13
F -0.29 -0.25 0.35
C 0.09 0.43 0.30
C 0.17 -1.18 -0.15
C 0.23 1.64 -0.19
O 0.03 -2.62 0.06
O -0.92 -0.25 0.76
C 0.28 0.84 -0.31
H -0.03 -0.02 0.09
H 0.02 -0.03 0.01
H -0.03 -0.06 0.02
H 0.08 -0.03 0.13
H -0.14 -0.08 0.01
H 0.14 -0.01 0.13
H 0.38 -0.15 0.05
H -0.35 0.18 0.01
H 0.21 0.14 0.07
H 0.02 0.42 0.09
H -0.05 0.15 0.03
H -0.18 -0.11 -0.10
H -0.03 -0.06 -0.12
H -0.09 0.05 0.10
H -0.30 -0.09 0.30
H 0.07 0.15 -0.20
H -0.24 -0.07 -0.03
H 0.17 0.37 -0.25
H -0.12 0.08 0.22
H -0.15 0.05 -0.35
H -0.08 -0.29 -0.09
H -0.04 0.34 -0.09
H -0.32 -0.20 0.30
H -0.08 0.03 0.11
H -0.12 0.02 0.06

As for the HOMO energy: -8.712 eV. The value obtained for the relative energy (zero: lowest compared OMol25 entry of this formula, charge and spin) is 23.91 kcal/mol. As for the SMILES: CCCNC(=O)[C@H](c1n[nH]cc1C)N1CC[C@@H](C(F)(F)F)C[C@H]1C(=O)OC.

***

The following is a quantum chemistry calculation of an isolated molecule of C17H25FN2O3S, from the OMol25 dataset.

Geometry (Å):
C -6.75513 -3.00507 -1.98697
C -6.02776 -1.80826 -1.38513
C -4.51190 -1.99371 -1.32125
C -4.08008 -3.07971 -0.33807
C -2.55758 -3.19094 -0.24695
N -1.96247 -1.97940 0.26976
C -1.18081 -1.18460 -0.48737
O -0.81156 -1.47830 -1.60608
C -0.71984 0.09636 0.15721
C 0.48029 0.63874 -0.30304
C 0.96679 1.81661 0.22007
S 2.54607 2.48324 -0.31495
O 2.94956 1.80898 -1.51499
O 2.45139 3.91270 -0.33053
N 3.46326 2.04897 1.01862
C 4.49546 2.98887 1.40942
C 5.74555 2.84894 0.54308
C 6.25588 1.41092 0.60299
C 5.15079 0.45703 0.15541
C 3.90193 0.66816 1.01152
C 0.27146 2.51043 1.19375
C -0.93575 2.01229 1.64645
C -1.40799 0.81656 1.12914
F -2.59546 0.37011 1.59904
H -6.65694 -3.88387 -1.35488
H -7.81476 -2.78552 -2.09605
H -6.35133 -3.23932 -2.96942
H -6.41120 -1.61701 -0.38002
H -6.24142 -0.92583 -1.99225
H -4.13294 -2.23824 -2.31551
H -4.05829 -1.04603 -1.02178
H -4.48639 -2.85721 0.65237
H -4.47048 -4.04736 -0.65333
H -2.12726 -3.35367 -1.23723
H -2.28199 -4.02728 0.40463
H -2.28777 -1.67447 1.17238
H 1.01592 0.13060 -1.09091
H 4.06339 3.98457 1.30964
H 4.73348 2.80141 2.46203
H 5.48227 3.10199 -0.48595
H 6.51161 3.54507 0.88818
H 7.13120 1.29516 -0.03816
H 6.55362 1.17325 1.62824
H 4.89189 0.65724 -0.88480
H 5.47886 -0.58012 0.24127
H 3.07142 0.06787 0.63578
H 4.09962 0.38185 2.05080
H 0.67679 3.43734 1.56455
H -1.52142 2.53067 2.38928

Force components x, y, z for each atom (eV/Å):
C 0.01 0.21 0.15
C 0.15 -0.08 -0.18
C -0.23 -0.03 0.26
C 0.28 0.20 -0.28
C -0.17 -0.31 -0.07
N -0.21 -0.17 0.24
C 0.01 0.11 0.31
O 0.12 0.03 -0.25
C -0.09 0.24 0.06
C -0.02 -0.02 -0.07
C 0.51 0.07 -0.32
S -0.46 -0.28 0.58
O -0.08 -0.24 0.10
O 0.02 0.12 0.23
N -0.60 0.42 -0.66
C 0.30 0.64 -0.18
C 0.02 -0.12 0.30
C -0.08 0.05 -0.25
C 0.05 0.00 0.21
C 0.08 -0.58 -0.26
C -0.20 0.00 0.06
C 0.03 -0.03 -0.03
C 0.27 -0.01 -0.14
F 0.09 0.01 -0.03
H -0.02 -0.15 0.01
H -0.11 -0.07 -0.04
H 0.02 -0.08 -0.13
H -0.02 0.10 0.03
H -0.05 0.05 0.07
H 0.07 0.03 -0.07
H 0.07 0.01 -0.06
H -0.09 -0.06 0.07
H -0.05 -0.08 0.08
H -0.03 -0.08 0.14
H 0.02 0.03 -0.13
H 0.15 0.19 -0.10
H 0.00 -0.10 -0.08
H 0.16 0.01 0.20
H -0.06 0.00 -0.04
H 0.07 0.09 -0.05
H 0.00 0.06 -0.05
H 0.05 -0.03 0.07
H 0.09 -0.01 0.04
H 0.06 -0.10 0.00
H -0.03 -0.04 -0.03
H 0.07 -0.19 0.15
H -0.08 0.00 -0.06
H -0.03 0.14 0.14
H -0.05 0.04 0.06

As for the HOMO energy: -9.309 eV. The value obtained for the relative energy (zero: lowest compared OMol25 entry of this formula, charge and spin) is 6.94 kcal/mol. As for the SMILES: CCCCCNC(=O)c1cc(S(=O)(=O)N2CCCCC2)ccc1F.

***

Let's list electronic energy in order: -46484.9731, -38290.9242, -40710.7191 eV.
Let's list M in order: 511.13, 390.41, 356.46 g mol⁻¹.